Formula: C49H44NO12PS2
Source: OMol25
Level of theory: wB97M-V/def2-TZVPD

Last column: Mulliken charge in e.
Cartesian coordinates (Å):
C  2.62147  0.70658  6.05329  -1.264
C  2.49473  1.56650  4.77487  0.187
C  1.40371  2.62811  5.00457  -1.374
C  1.29068  3.67036  3.86715  0.561
C  2.47708  4.66144  3.90815  -1.501
C  1.03274  3.02933  2.51733  0.642
C  -0.10493  2.27136  2.34150  -0.648
C  -0.43401  1.68410  1.15235  -0.152
N  -1.65701  0.88317  1.08034  -0.583
C  -1.39866  -0.27064  1.39283  0.591
S  -0.99980  -1.73360  1.77938  -0.410
C  0.37776  1.82579  0.05194  0.472
C  1.53588  2.55051  0.23461  0.549
C  1.86554  3.14027  1.42300  -0.741
C  2.44061  2.64457  -0.96381  -0.416
O  3.12943  3.61060  -1.22074  -0.592
C  2.45677  1.39082  -1.81493  0.017
C  3.65198  0.99148  -2.35007  -0.499
C  3.67534  -0.15055  -3.12326  0.794
C  5.01580  -0.60954  -3.67696  -0.954
O  5.88583  -0.78823  -2.55577  -0.349
C  7.20305  -0.30857  -2.79999  -0.639
C  7.24893  1.20337  -2.56699  0.017
O  8.46216  1.77289  -3.05047  -0.485
C  8.26971  3.17927  -3.18379  -0.262
C  7.85513  3.56160  -4.62941  -1.006
C  2.51456  -0.82868  -3.36109  -1.002
C  1.29808  -0.43523  -2.83475  0.778
P  -0.20832  -1.40769  -3.20115  0.301
S  -1.48699  -0.48347  -4.34859  -0.398
C  1.28758  0.68924  -2.02617  0.506
C  0.06690  1.23894  -1.30759  -0.718
O  -1.05341  1.24610  -1.77415  -0.362
H  2.99460  -0.29263  5.82535  0.255
H  3.27340  1.21454  6.76983  0.331
H  1.63036  0.64455  6.51566  0.359
H  3.42963  2.09545  4.57301  0.209
H  2.19867  0.96703  3.90988  0.192
H  0.42174  2.17254  5.17973  0.522
H  1.66564  3.18672  5.91457  0.472
H  0.39386  4.26414  4.09129  0.499
H  2.16499  5.57095  4.42979  0.352
H  3.32634  4.24546  4.45769  0.307
H  2.83618  4.98341  2.93026  0.386
H  -0.76791  2.13433  3.19242  0.529
H  2.79974  3.68718  1.47020  0.451
H  4.52477  1.58347  -2.10651  0.520
H  4.93462  -1.56604  -4.20453  0.373
H  5.40459  0.17206  -4.34022  0.369
H  7.82928  -0.76881  -2.02893  0.324
H  7.59235  -0.55885  -3.79270  0.300
H  7.06801  1.48106  -1.51971  0.279
H  6.43887  1.64095  -3.17494  0.116
H  9.18817  3.72681  -2.95119  0.411
H  7.50850  3.52259  -2.47336  0.255
H  8.27007  4.51644  -4.94727  0.365
H  8.13738  2.72040  -5.26772  0.271
H  6.76006  3.61352  -4.66929  0.224
H  2.53503  -1.71227  -3.99547  0.210
H  0.19570  -2.57197  -3.89430  0.110
H  -0.79847  -1.83838  -1.98714  0.017
C  -4.74321  2.78693  -2.72122  -0.395
C  -4.42160  1.49510  -2.73808  -0.122
C  -5.46823  0.44808  -2.86482  0.050
O  -5.18791  -0.73291  -2.87757  -0.565
C  -6.87915  0.90196  -2.97279  -0.242
C  -7.19415  2.19342  -2.95398  -0.351
C  -6.15037  3.23789  -2.82769  0.285
O  -6.43851  4.41676  -2.81286  -0.559
H  -3.99618  3.56522  -2.62900  0.460
H  -3.39496  1.15733  -2.66230  0.505
H  -7.62989  0.13144  -3.06873  0.405
H  -8.21745  2.53965  -3.03104  0.465
C  -9.40847  -2.21214  -0.44710  -0.436
C  -9.22063  -1.59047  -1.60651  -0.250
C  -10.20667  -0.62183  -2.13507  0.491
O  -10.01933  -0.06038  -3.19623  -0.577
C  -11.42077  -0.36789  -1.32232  -0.446
C  -11.61323  -0.98743  -0.15986  -0.423
C  -10.62028  -1.95880  0.37197  0.221
O  -10.79708  -2.51990  1.43090  -0.546
H  -8.69000  -2.92125  -0.05753  0.711
H  -8.34148  -1.76390  -2.21500  0.547
H  -12.13056  0.34359  -1.72522  0.423
H  -12.49192  -0.81572  0.44888  0.406
C  6.11774  -2.24057  3.38387  -0.386
C  6.41959  -3.52984  3.25562  -0.394
C  5.35895  -4.55913  3.12017  0.341
O  5.63309  -5.73345  3.00529  -0.551
C  3.94929  -4.09455  3.13176  -0.386
C  3.64820  -2.80505  3.26007  -0.271
C  4.70894  -1.77689  3.39536  0.283
O  4.43328  -0.60134  3.51009  -0.472
H  6.87650  -1.47494  3.48450  0.443
H  7.44124  -3.88754  3.24427  0.411
H  3.19014  -4.85983  3.03102  0.430
H  2.62617  -2.44665  3.27133  0.515
C  -5.75414  -6.00448  1.34890  -0.376
C  -4.50253  -6.44272  1.44686  -0.415
C  -3.35183  -5.54452  1.18457  0.272
O  -2.20975  -5.94318  1.27115  -0.565
C  -3.64835  -4.14000  0.81117  -0.245
C  -4.89960  -3.69997  0.71431  -0.312
C  -6.05045  -4.60003  0.97648  0.268
O  -7.19315  -4.20378  0.88740  -0.468
H  -6.60834  -6.64318  1.53420  0.443
H  -4.26509  -7.46347  1.71814  0.398
H  -2.78832  -3.50870  0.62531  0.412
H  -5.13653  -2.67900  0.44134  0.495

Results
highest occupied orbital energy	-8.4	eV
charge	0
HOMO-LUMO gap	6.65	eV
SMILES string	CCC[C@@H](C)c1cc(N=C=S)c2c(c1)C(=O)c1cc(COCCOCC)cc([PH2]=S)c1C2=O.O=C1C=CC(=O)C=C1.O=C1C=CC(=O)C=C1.O=C1C=CC(=O)C=C1.O=C1C=CC(=O)C=C1

***

Formula: C49H44NO28S
Source: OMol25
Level of theory: wB97M-V/def2-TZVPD

Last column: Mulliken charge in e.
Cartesian coordinates (Å):
S  -3.75542  -0.77309  0.48596  -0.092
C  -4.71256  -0.72052  -1.10206  -0.580
C  -3.70708  -0.27101  -2.19924  -0.264
C  -4.37166  0.38803  -3.45015  -1.395
C  -3.85318  -0.18308  -4.79009  -0.081
C  -3.81720  -1.71082  -5.02472  -0.138
C  -2.61300  -1.78866  -6.06700  -0.750
C  -1.59426  -0.94603  -5.25357  -0.539
N  -2.43086  0.27456  -4.94186  -0.029
H  -2.87949  -1.80087  0.28098  0.102
H  -5.07982  -1.73787  -1.26674  0.289
H  -5.51667  -0.00344  -0.94303  0.211
H  -3.11689  -1.16044  -2.46360  0.290
H  -3.06018  0.46767  -1.71146  0.296
H  -5.46652  0.39644  -3.39510  0.597
H  -4.07242  1.45165  -3.43397  0.389
H  -4.52345  0.18665  -5.57580  0.418
H  -4.76222  -2.11474  -5.38736  0.446
H  -3.38548  -2.25829  -4.17855  -0.177
H  -2.40036  -2.85172  -6.18941  0.432
H  -2.75171  -1.22988  -7.00166  0.317
H  -0.74274  -0.60452  -5.85272  0.392
H  -1.20199  -1.41145  -4.34471  0.287
H  -2.05646  0.68800  -4.09066  0.260
H  -2.44629  0.88938  -5.75153  0.400
C  -1.01822  -1.76139  4.56931  -0.377
C  -0.90331  -1.31804  5.82538  -0.418
C  -1.19135  0.10603  6.18612  0.976
O  -1.09228  0.45054  7.34334  -0.584
C  -1.58063  1.02247  5.11285  -0.947
C  -1.69058  0.57686  3.85996  0.301
C  -1.42790  -0.84848  3.50746  1.031
O  -1.56183  -1.18404  2.34669  -0.654
O  -2.04644  1.37868  2.83915  -0.392
O  -0.52213  -2.12390  6.82266  -0.561
H  -0.81366  -2.78732  4.29601  0.542
H  -1.77139  2.05243  5.38067  0.497
H  -2.05961  0.80491  2.04910  0.082
H  -0.50897  -1.56384  7.62234  0.388
C  -6.95184  3.09550  -0.43941  -1.128
C  -7.51021  4.29939  -0.59847  0.409
C  -6.94662  5.51974  0.05742  0.979
O  -7.48390  6.58954  -0.13870  -0.589
C  -5.77077  5.36077  0.91024  -0.849
C  -5.21527  4.15640  1.07228  0.226
C  -5.76324  2.94265  0.39398  1.010
O  -5.20304  1.87353  0.56014  -0.461
O  -4.13916  3.97180  1.84936  -0.509
O  -8.59824  4.48122  -1.35103  -0.576
H  -7.35088  2.20755  -0.91015  0.484
H  -5.38233  6.24621  1.39339  0.452
H  -3.93379  3.02071  1.80649  0.211
H  -8.79592  5.43427  -1.30042  0.357
C  2.96945  1.43615  -5.84614  -0.782
C  1.87861  1.84589  -5.19577  0.263
C  1.06942  3.00890  -5.66681  1.030
O  0.06333  3.31174  -5.04432  -0.635
C  1.51689  3.72342  -6.85549  -1.021
C  2.61412  3.32111  -7.50723  0.330
C  3.40904  2.13792  -7.05281  0.963
O  4.38316  1.80353  -7.69149  -0.578
O  3.05686  3.94875  -8.59700  -0.549
O  1.43573  1.24175  -4.08313  -0.500
H  3.56025  0.59349  -5.51459  0.471
H  0.93190  4.57358  -7.17744  0.464
H  3.85579  3.46527  -8.87524  0.360
H  0.65004  1.74541  -3.81163  0.216
C  4.18874  -1.11219  8.41795  -1.098
C  5.39863  -1.55349  8.06240  0.297
C  5.63717  -2.21673  6.74585  1.028
O  6.76046  -2.58269  6.46298  -0.645
C  4.49648  -2.39965  5.85187  -0.786
C  3.28531  -1.96357  6.20682  0.310
C  3.05210  -1.27355  7.51560  0.952
O  1.93609  -0.87202  7.78963  -0.529
O  2.21969  -2.12047  5.40705  -0.546
O  6.46348  -1.42504  8.86129  -0.573
H  4.00634  -0.62790  9.36697  0.462
H  4.67784  -2.89547  4.90871  0.461
H  1.46477  -1.73251  5.88334  0.309
H  7.20684  -1.81961  8.37190  0.347
C  10.54504  0.75431  3.87171  -0.947
C  10.76205  -0.38957  3.21657  0.337
C  9.69943  -1.43205  3.08173  0.943
O  9.94532  -2.44564  2.45889  -0.611
C  8.40575  -1.18116  3.71402  -0.835
C  8.19157  -0.03911  4.37071  0.249
C  9.24441  1.01380  4.48373  0.942
O  8.98461  2.04116  5.07912  -0.629
O  7.02084  0.22989  4.96649  -0.430
O  11.93929  -0.66714  2.64346  -0.558
H  11.30523  1.51591  3.97362  0.421
H  7.65023  -1.94902  3.62692  0.448
H  7.12885  1.11141  5.36614  0.328
H  11.83246  -1.54608  2.23921  0.358
C  1.64508  1.90872  0.77398  -0.887
C  1.68702  2.29650  2.05260  0.094
C  1.41018  3.70986  2.45471  1.122
O  1.44344  4.00146  3.63161  -0.624
C  1.11339  4.67878  1.40063  -1.023
C  1.07429  4.29019  0.12381  0.375
C  1.32547  2.87209  -0.27373  0.920
O  1.25322  2.56693  -1.45232  -0.524
O  0.80570  5.14779  -0.87177  -0.588
O  1.97498  1.44592  3.04156  -0.503
H  1.84026  0.88905  0.47246  0.505
H  0.93065  5.70120  1.70012  0.460
H  0.83731  4.62064  -1.68802  0.288
H  1.93808  1.97362  3.85993  0.327
C  -2.64347  -5.64392  -3.96016  -0.930
C  -2.48558  -6.77814  -4.65039  0.307
C  -3.59594  -7.77016  -4.79557  0.905
O  -3.40173  -8.77229  -5.44932  -0.584
C  -4.86692  -7.48013  -4.13466  -0.868
C  -5.02148  -6.34814  -3.44242  0.263
C  -3.92053  -5.34581  -3.32054  0.982
O  -4.12117  -4.31857  -2.69463  -0.569
O  -6.17000  -6.04841  -2.82137  -0.571
O  -1.33352  -7.08728  -5.24791  -0.574
H  -1.84755  -4.92011  -3.84914  0.562
H  -5.65726  -8.21114  -4.23153  0.435
H  -6.02398  -5.18646  -2.39641  0.320
H  -1.48209  -7.95109  -5.67522  0.362

Results
highest occupied orbital energy	-10.8	eV
charge	+1
HOMO-LUMO gap	6.98	eV